# 1
DFT (wB97M-V/def2-TZVPD) results for an isolated molecule of C21H24N2O2.

Summary:
- structure (SMILES) = N#Cc1ccc(-c2ccc(OC[C@H](O)CN3CCCCC3)cc2)cc1

Last column: Mulliken charge in e.
Geometry (Å):
N 8.6819 -1.4196 0.5161  -0.5105
C 7.6306 -0.9759 0.4011  0.0516
C 6.3359 -0.4294 0.2592  0.5282
C 5.3517 -0.7054 1.2096  -0.7973
C 4.0904 -0.1676 1.0662  -0.4722
C 3.7790 0.6497 -0.0216  0.4156
C 2.4334 1.2155 -0.1690  0.2791
C 1.7364 1.6984 0.9350  -0.7307
C 0.4650 2.2243 0.8106  -0.4953
C -0.1557 2.2640 -0.4352  0.7833
O -1.3923 2.7758 -0.6931  -0.4905
C -2.3935 2.8087 0.3000  -0.7714
C -3.1898 1.4860 0.3328  0.5877
O -4.4445 1.6762 0.9491  -0.5607
C -2.4601 0.3705 1.1197  -1.2559
N -2.5777 -0.9663 0.5969  0.1111
C -1.8501 -1.1993 -0.6348  -0.1212
C -1.7511 -2.7020 -0.8865  -0.9279
C -3.1472 -3.3096 -0.9709  -0.7295
C -3.9166 -2.9719 0.3018  -0.8354
C -3.9381 -1.4602 0.5092  -0.5050
C 0.5443 1.7957 -1.5488  -0.6534
C 1.8171 1.2866 -1.4181  -0.5813
C 4.7710 0.9166 -0.9665  -0.4154
C 6.0372 0.3880 -0.8321  -0.8236
H 5.5858 -1.3425 2.0500  0.4453
H 3.3263 -0.3984 1.7936  0.5223
H 2.2049 1.6885 1.9082  0.5314
H -0.0276 2.6069 1.6915  0.3513
H -3.0648 3.6209 -0.0030  0.4237
H -2.0040 3.0431 1.2942  0.2188
H -3.3211 1.1679 -0.7133  0.1839
H -4.9751 2.2881 0.4267  0.3738
H -2.8784 0.3779 2.1307  0.4952
H -1.3942 0.5969 1.1805  0.4204
H -0.8485 -0.7715 -0.5326  0.0215
H -2.3349 -0.7218 -1.5063  0.2678
H -1.1957 -2.8824 -1.8086  0.3869
H -1.2066 -3.1596 -0.0596  0.3692
H -3.0824 -4.3914 -1.1009  0.3277
H -3.6731 -2.8972 -1.8359  0.3142
H -4.9390 -3.3490 0.2442  0.3750
H -3.4236 -3.4370 1.1565  0.3320
H -4.4507 -1.2108 1.4402  0.4297
H -4.4954 -0.9894 -0.3198  0.2865
H 0.0603 1.8396 -2.5117  0.4525
H 2.3286 0.9068 -2.2900  0.4594
H 4.5487 1.5628 -1.8026  0.4845
H 6.8034 0.6027 -1.5627  0.4478

***

# 2
DFT (wB97M-V/def2-TZVPD) results for an isolated molecule of C21H24N2O2.

Summary:
- structure (SMILES) = O=C(NCCc1ccccc1)[C@H]1CC(=O)N(CCc2ccccc2)C1

Last column: Mulliken charge in e.
Geometry (Å):
O -1.5265 -2.5653 1.7491  -0.7132
C -1.3540 -1.3669 1.6795  0.3282
N -0.6267 -0.7761 0.7098  0.5851
C 0.0860 -1.5477 -0.2809  -1.0472
C 1.5691 -1.7150 0.0827  -0.5780
C 2.2734 -2.5043 -0.9822  0.1176
C 2.1915 -3.8914 -0.9927  -0.3309
C 2.8062 -4.6256 -1.9907  -0.6554
C 3.5098 -3.9813 -2.9945  -0.3989
C 3.5949 -2.6000 -2.9938  -0.7858
C 2.9785 -1.8675 -1.9944  -0.0156
C -1.9813 -0.3995 2.6834  0.1249
C -0.9256 0.4404 3.4109  -0.7790
C -1.0246 1.8342 2.8072  0.4512
O -0.2745 2.7580 3.0316  -0.6684
N -2.0897 1.8558 1.9762  0.3338
C -2.6004 3.0416 1.3216  -0.9425
C -1.5170 3.7843 0.5300  -1.4228
C -0.8304 2.8903 -0.4637  0.6263
C -1.5038 2.4204 -1.5853  -0.2889
C -0.8622 1.6125 -2.5069  -0.5942
C 0.4675 1.2695 -2.3244  -0.5894
C 1.1443 1.7266 -1.2062  -0.3101
C 0.4960 2.5221 -0.2767  -0.4628
C -2.8727 0.6417 1.9859  -0.9062
H -0.4605 0.2190 0.7295  -0.3609
H -0.3917 -2.5289 -0.3269  0.6449
H -0.0070 -1.0523 -1.2505  0.0100
H 1.6334 -2.2342 1.0410  0.3889
H 2.0240 -0.7283 0.1892  0.3963
H 1.6442 -4.3959 -0.2096  0.4268
H 2.7379 -5.7037 -1.9852  0.3791
H 3.9916 -4.5539 -3.7732  0.3774
H 4.1442 -2.0914 -3.7730  0.3932
H 3.0527 -0.7895 -1.9969  0.3279
H -2.5605 -1.0116 3.3766  0.5112
H 0.0857 0.0479 3.3031  0.3270
H -1.1334 0.5187 4.4794  0.3240
H -3.0275 3.7240 2.0672  0.3958
H -3.3991 2.7184 0.6496  0.4256
H -0.7834 4.1807 1.2311  0.4106
H -1.9949 4.6191 0.0123  0.4751
H -2.5345 2.7038 -1.7476  0.4159
H -1.3964 1.2583 -3.3765  0.4122
H 0.9734 0.6546 -3.0547  0.4122
H 2.1848 1.4746 -1.0606  0.5326
H 1.0235 2.8745 0.5979  0.3838
H -3.1259 0.3435 0.9630  0.5022
H -3.8085 0.7958 2.5391  0.4104

***

Strongest force on any atom, record by record: 0.95, 0.65 eV Å⁻¹
HOMO-LUMO gap, record by record: 0.3128, 0.3577 Eh